9
Properties=species:S:1:pos:R:3:forces:R:3 method="wB97M-V/def2-TZVPD" de_lowest_ev=0.8017 s_squared=0.7566 spin_multiplicity=2 fmax_ev_per_a=5.49 total_charge=+2 energy_ev=-12479.621 homo_energy_ev="-18.16 / -19.93"
O -1.2397 -0.0317 0.1104 -0.543 0.920 -0.096
C -0.2391 -0.3722 -0.6011 1.365 2.244 4.824
C 0.8404 -0.1098 0.3601 1.900 -2.229 -2.470
C 0.1513 0.5402 1.4088 -1.956 -0.632 0.206
H 1.8317 -0.5624 0.3363 0.030 0.529 0.228
H 0.3451 1.5997 1.5981 -0.555 0.113 -0.196
H -0.3390 -0.0296 2.2017 0.270 0.100 0.091
O -0.1892 -0.6181 -1.8123 0.265 -1.083 -1.196
Pb -1.1615 -0.4160 -3.6020 -0.776 0.038 -1.391

***

9
Properties=species:S:1:pos:R:3:forces:R:3 method="wB97M-V/def2-TZVPD" de_lowest_ev=0.0000 s_squared=0.7618 spin_multiplicity=2 fmax_ev_per_a=0.83 total_charge=+1 energy_ev=-7902.192 homo_energy_ev="-12.75 / -14.11"
C 0.4248 -0.3799 -2.7582 0.384 0.420 0.173
C 1.6435 0.1110 -2.6729 -0.419 -0.197 0.084
H -0.5922 -0.0029 -2.8818 0.377 -0.139 -0.010
H 1.8201 1.1975 -2.6778 -0.043 -0.325 -0.040
H 2.5333 -0.5301 -2.6256 -0.304 0.215 -0.058
O -2.9857 0.6568 4.9805 0.025 -0.296 0.308
C -2.1653 0.2240 4.3009 -0.257 0.689 -0.394
Rb 0.6772 -1.1504 0.7942 -0.075 0.070 -0.028
O -1.3557 -0.1260 3.5406 0.313 -0.435 -0.035

***

9
Properties=species:S:1:pos:R:3:forces:R:3 method="wB97M-V/def2-TZVPD" de_lowest_ev=0.0000 s_squared=12.0156 spin_multiplicity=7 fmax_ev_per_a=3.95 total_charge=-1 energy_ev=-9828.494 homo_energy_ev="-1.82 / -3.44"
H -1.6970 -0.8721 -1.0813 2.231 1.840 2.601
O -0.1770 1.1323 -1.0516 2.203 1.580 -1.643
O 2.0622 0.4048 1.4484 -0.719 -0.784 -2.145
C -0.0091 0.5600 0.2193 -2.740 0.400 -1.307
C -0.8673 -0.6334 -0.1492 -1.982 -3.209 1.180
C 1.4604 0.1181 0.4081 0.319 0.591 2.232
H -0.3617 1.2274 1.0402 0.205 -0.267 -0.056
H -1.2091 -1.1815 0.7465 0.186 -0.610 -0.451
Ru 0.7986 -0.7556 -1.5803 0.297 0.460 -0.411

***

9
Properties=species:S:1:pos:R:3:forces:R:3 method="wB97M-V/def2-TZVPD" de_lowest_ev=0.0000 s_squared=0.7649 spin_multiplicity=2 fmax_ev_per_a=8.96 total_charge=+2 energy_ev=-13062.994 homo_energy_ev="-20.29 / -20.70"
O 0.5570 1.4380 0.1776 1.487 -1.463 -0.467
C 0.8044 0.2526 -0.0827 -5.485 3.692 0.616
C -0.5238 -0.3091 -0.4416 0.574 -0.688 -0.563
C -1.6089 -0.0614 0.3474 -0.650 0.012 0.356
H -0.5879 -0.8295 -1.4020 -0.157 0.034 0.123
H -2.5092 -0.6678 0.2383 0.073 0.134 -0.113
H -1.6203 0.7301 1.0978 0.129 -0.251 -0.025
O 1.8852 -0.3582 -0.1146 -4.797 -2.064 -1.329
Sn 3.6035 -0.1946 0.1797 8.827 0.593 1.401